Model w:
A structure of composition C34H37BrN5O2PtSi2, computed with ωB97M-V/def2-TZVPD.

The net charge is -1. For the gap between HOMO and LUMO, the calculation gives 6.80 eV. For the LUMO energy, the calculation gives 2.17 eV. The spin multiplicity is 1.

Last column: Mulliken charge in e.
Atoms and positions in Å:
Pt  -0.57170  -0.96711  -1.59641  1.34
C  -1.80572  -2.01409  1.55769  -1.18
Si  -0.90078  -2.56415  -0.02410  0.61
C  -1.93198  -4.03559  -0.67182  -1.44
C  0.70173  -3.38244  0.58717  0.40
C  0.84986  -4.19425  1.71469  -0.72
C  2.08206  -4.74875  2.03487  -0.67
C  3.18711  -4.49407  1.22732  -0.68
C  3.05212  -3.68893  0.10389  -0.64
C  1.81662  -3.12892  -0.23196  0.40
Si  1.47395  -1.95083  -1.69038  0.70
C  1.75361  -2.95726  -3.27825  -1.39
C  2.88957  -0.69784  -1.61664  -0.89
H  -2.12294  -2.87317  2.16047  0.51
H  -2.68854  -1.39973  1.36152  0.28
H  -1.13169  -1.39526  2.15515  0.15
H  -1.94682  -4.84469  0.06605  0.37
H  -1.50639  -4.42789  -1.59903  0.27
H  -2.97131  -3.75598  -0.87755  0.33
H  -0.00331  -4.38913  2.35849  0.29
H  2.18989  -5.36796  2.91884  0.36
H  4.15257  -4.91718  1.48271  0.35
H  3.92474  -3.49152  -0.51266  0.29
H  2.73447  -3.44423  -3.28447  0.35
H  1.68982  -2.30425  -4.15416  0.29
H  0.98769  -3.73034  -3.38015  0.28
H  3.83729  -1.20153  -1.84175  0.51
H  2.96951  -0.27287  -0.61281  0.10
H  2.77629  0.13691  -2.30861  0.32
C  -2.42684  -0.90429  -4.51967  -1.21
C  -1.38558  0.15304  -4.41705  0.54
N  -0.44199  0.22396  -3.50156  0.09
C  0.33801  1.32114  -3.80499  -0.34
C  -0.14350  1.91472  -4.92639  -0.81
N  -1.23825  1.16232  -5.30671  -0.03
H  -2.16650  -1.69189  -3.81211  0.06
H  -2.46389  -1.32189  -5.52775  0.48
H  -3.41758  -0.52232  -4.26492  0.24
H  1.13995  1.65008  -3.16157  0.21
H  0.17221  2.78724  -5.46929  0.44
H  -1.82053  1.31498  -6.10953  0.16
O  2.22336  2.69753  -1.71061  -0.81
C  1.58627  2.40770  -0.70289  -0.35
N  1.96555  2.83189  0.56010  -0.15
C  1.06109  2.36281  1.57060  3.64
C  0.01396  1.65134  0.64138  -1.09
O  -1.01595  1.17810  1.10469  -0.54
N  0.43596  1.65419  -0.63409  0.33
C  0.36054  3.46089  2.34307  -0.75
C  -0.47263  3.12561  3.41047  -0.05
C  -1.18159  4.10562  4.08560  -0.95
C  -1.07269  5.43892  3.70758  -0.39
C  -0.25347  5.77857  2.64250  -0.86
C  0.45482  4.79402  1.96238  -0.47
C  1.73894  1.32210  2.46173  -0.58
C  1.78676  -0.01444  2.06899  0.40
C  2.50144  -0.94408  2.80872  -0.60
C  3.17079  -0.55134  3.96055  -0.59
C  3.12183  0.77475  4.36532  -0.87
C  2.40988  1.70494  3.61869  -0.36
H  2.81940  3.33715  0.71066  0.28
H  -0.57210  2.08567  3.69174  0.44
H  -1.82806  3.82657  4.90895  0.39
H  -1.62571  6.20436  4.23858  0.39
H  -0.16422  6.81327  2.33331  0.41
H  1.07812  5.05906  1.11798  0.40
H  1.26321  -0.34273  1.17702  -0.04
H  2.52462  -1.97455  2.47900  0.18
H  3.72512  -1.27877  4.54167  0.44
H  3.63955  1.08975  5.26394  0.37
H  2.37025  2.73887  3.94328  0.46
Br  -6.42376  -0.96146  -0.34093  -0.22
C  -4.88000  0.06561  -0.71187  -0.31
C  -4.89968  1.44231  -0.58097  -0.16
C  -3.73929  2.13644  -0.86422  -1.15
C  -2.60779  1.43295  -1.25254  -0.12
N  -2.60624  0.10666  -1.37183  0.15
C  -3.71801  -0.57243  -1.10562  -0.45
H  -5.79857  1.94970  -0.25706  0.44
H  -3.69383  3.21117  -0.75752  0.47
H  -1.65799  1.91704  -1.45060  0.48
H  -3.67311  -1.64978  -1.20434  0.44

Model x:
A structure of composition C34H37BrN5O2PtSi2, computed with ωB97M-V/def2-TZVPD.

The net charge is -1. For the gap between HOMO and LUMO, the calculation gives 6.71 eV. For the LUMO energy, the calculation gives 2.02 eV. The spin multiplicity is 1.

Last column: Mulliken charge in e.
Atoms and positions in Å:
Pt  0.13450  -1.00559  -0.09627  0.04
C  2.90752  0.69848  1.18034  -1.02
Si  2.28454  -0.30512  -0.32464  1.05
C  2.58557  0.82206  -1.82717  -1.02
C  3.53766  -1.69930  -0.53479  0.37
C  4.90026  -1.52938  -0.80154  -0.47
C  5.74197  -2.62287  -0.93038  -0.63
C  5.22242  -3.90767  -0.79372  -0.59
C  3.87100  -4.08229  -0.53817  -0.53
C  3.00790  -2.98788  -0.40584  0.09
Si  1.10735  -3.12723  -0.11561  0.46
C  0.69345  -4.09296  -1.68880  -1.17
C  1.08762  -3.95581  1.59258  -1.33
H  2.83682  1.76596  0.96791  -0.11
H  3.95501  0.46581  1.39321  0.56
H  2.32430  0.48328  2.07831  0.25
H  3.57379  1.29163  -1.77382  0.32
H  1.84021  1.61618  -1.87223  0.02
H  2.54021  0.23613  -2.74925  0.36
H  5.31183  -0.52892  -0.91126  0.31
H  6.79733  -2.48237  -1.13831  0.38
H  5.87495  -4.76882  -0.89354  0.37
H  3.48223  -5.09359  -0.44417  0.31
H  1.17284  -5.07642  -1.72624  0.38
H  1.12610  -3.48271  -2.48628  0.22
H  -0.37283  -4.22022  -1.86538  0.29
H  0.92422  -5.03651  1.57837  0.35
H  0.29236  -3.51114  2.19086  0.30
H  2.04965  -3.74995  2.06657  0.38
C  -1.72256  0.85442  -2.38357  -1.67
C  -1.58542  1.46082  -1.03644  -0.04
N  -0.79070  1.03003  -0.08748  0.74
C  -1.03678  1.80845  1.01889  -0.39
C  -2.00121  2.71914  0.72871  -1.11
N  -2.32514  2.50374  -0.59286  0.54
H  -0.85514  0.22116  -2.56782  0.23
H  -1.79570  1.61646  -3.16243  0.46
H  -2.61616  0.22774  -2.41480  0.27
H  -0.50903  1.64596  1.94293  0.46
H  -2.48850  3.46797  1.32696  0.45
H  -3.10544  2.89678  -1.08654  0.20
O  -3.55963  0.01696  0.15557  -0.70
C  -3.31214  -1.17903  0.16856  -0.47
N  -4.32890  -2.12416  0.21519  -0.14
C  -3.80191  -3.45465  0.36106  3.78
C  -2.28093  -3.13214  0.25874  -0.80
O  -1.45490  -4.02174  0.32001  -0.50
N  -2.08007  -1.80028  0.12803  -0.18
C  -4.17168  -4.38671  -0.78198  -0.80
C  -3.80031  -5.72872  -0.71891  -0.10
C  -4.07508  -6.58323  -1.77330  -0.91
C  -4.72623  -6.11141  -2.90686  -0.36
C  -5.09116  -4.77681  -2.97772  -0.83
C  -4.81083  -3.91755  -1.92155  -0.40
C  -4.15598  -4.03865  1.72351  -0.22
C  -3.30196  -3.91314  2.81461  -0.25
C  -3.68794  -4.37644  4.06485  -0.85
C  -4.92936  -4.96977  4.24215  -0.39
C  -5.78614  -5.10048  3.15823  -0.85
C  -5.39800  -4.64094  1.90858  -0.19
H  -5.23672  -1.84574  0.54470  0.30
H  -3.27522  -6.09080  0.15528  0.48
H  -3.77111  -7.62104  -1.71503  0.38
H  -4.93816  -6.78014  -3.73195  0.39
H  -5.58951  -4.39593  -3.86088  0.39
H  -5.07966  -2.87111  -1.98056  0.39
H  -2.32366  -3.46825  2.68542  0.23
H  -3.00815  -4.27852  4.90197  0.42
H  -5.22536  -5.33434  5.21803  0.38
H  -6.75544  -5.56748  3.28336  0.38
H  -6.06124  -4.76220  1.05960  0.41
Br  -1.47724  6.04733  -2.04684  -0.19
C  -0.23346  5.32316  -0.82091  -0.29
C  0.01206  5.95900  0.38066  -0.20
C  0.92254  5.37033  1.24280  -0.65
C  1.52567  4.18113  0.86282  -0.28
N  1.28271  3.57857  -0.29741  -0.02
C  0.42072  4.14213  -1.12828  -0.14
H  -0.49413  6.88118  0.63207  0.42
H  1.15293  5.82164  2.19855  0.40
H  2.22284  3.68190  1.52518  0.33
H  0.23566  3.63251  -2.06796  0.57

Most stable: model w (next structure +0.0100 hartree)